The following is a quantum chemistry calculation of a cluster of 6 separate species, C29H35BBrCl10IN4O2S in total at a distorted geometry, from the OMol25 dataset.

XYZ file:
```
84
Properties=species:S:1:pos:R:3:forces:R:3
C -2.107 -2.184 2.856 -0.1 0.4 -0.3
C -2.115 -1.137 1.945 -0.4 -0.6 0.3
C -1.574 -1.212 0.556 -1.6 -0.5 -0.7
C -0.271 -0.775 0.393 0.7 0.5 0.2
C 0.386 -0.790 -0.840 -0.5 -0.5 -0.1
C -0.289 -1.302 -1.961 0.1 0.2 -0.2
C 0.354 -1.368 -3.334 0.2 -0.4 0.3
N 0.661 -2.748 -3.775 -0.1 0.7 -0.1
C -1.603 -1.739 -1.763 0.2 0.0 -0.1
Br -2.583 -2.447 -3.257 0.0 0.2 0.3
C -2.275 -1.693 -0.555 0.0 -0.5 -0.1
B -3.783 -2.149 -0.374 -0.3 0.4 -0.5
O -4.106 -3.465 -0.142 0.7 0.3 0.8
C -4.907 -1.036 -0.518 0.0 0.1 0.1
C -4.931 0.001 0.617 0.5 0.1 -0.1
N 1.714 -0.319 -0.887 -0.2 0.3 0.1
C 1.918 0.964 -0.326 0.3 0.5 0.3
C 2.571 1.997 -1.008 -0.1 0.0 -0.3
C 3.063 1.734 -2.412 0.3 -0.6 0.6
O 1.992 1.380 -3.264 0.3 0.3 -0.2
C 1.953 2.082 -4.497 -0.4 -0.4 -0.2
C 2.728 3.224 -0.373 0.3 0.5 0.0
I 3.668 4.849 -1.374 -0.1 -0.2 0.1
C 2.275 3.488 0.919 -0.1 -0.1 0.1
N 2.415 4.737 1.562 -0.7 0.1 -0.4
C 1.629 2.448 1.599 -0.1 -0.3 -0.1
C 1.094 2.649 2.975 0.1 0.1 -0.2
C 1.935 2.996 4.026 -0.3 -0.1 0.1
C 1.386 3.156 5.290 0.4 0.1 0.4
N 0.092 3.035 5.586 0.2 0.0 -0.4
C -0.689 2.725 4.554 -0.6 -0.2 -0.1
C -0.259 2.508 3.255 0.3 0.3 0.2
C 1.466 1.217 0.969 -0.3 -0.6 -0.2
S 0.648 -0.141 1.778 0.1 -0.1 0.2
H -2.794 -3.027 2.808 1.5 -1.2 -1.3
H -1.425 -2.173 3.706 -1.5 1.0 1.2
H -2.572 -0.189 2.240 2.0 0.8 0.7
H 1.280 -0.807 -3.359 0.0 0.2 0.0
H -0.319 -0.873 -4.034 0.0 -0.1 -0.2
H 0.605 -3.359 -2.971 0.0 -0.3 -0.1
H -0.051 -3.026 -4.436 0.0 -0.4 0.1
H -4.751 -3.496 0.574 -0.5 -0.3 -0.5
H -4.650 -0.484 -1.430 0.0 -0.1 -0.1
H -5.894 -1.470 -0.701 0.0 -0.1 0.2
H -3.963 0.509 0.619 0.0 0.1 0.1
H -5.679 0.779 0.470 -0.2 -0.1 0.0
H -5.051 -0.441 1.606 -0.2 0.0 0.0
H 2.117 -0.408 -1.805 0.0 0.0 -0.1
H 3.654 2.561 -2.789 -0.2 0.1 -0.1
H 3.759 0.885 -2.337 0.0 0.0 -0.2
H 2.923 2.481 -4.793 0.0 0.1 0.2
H 1.194 2.865 -4.447 0.2 0.2 0.0
H 1.652 1.377 -5.273 0.0 0.0 0.0
H 2.372 5.496 0.890 0.4 0.0 -0.1
H 1.601 4.880 2.152 0.3 0.0 0.4
H 2.995 3.142 3.880 0.1 0.0 -0.1
H 2.064 3.400 6.102 -0.4 0.0 0.0
H -1.749 2.628 4.751 0.2 0.0 0.1
H -0.974 2.241 2.491 0.0 0.0 -0.1
Cl -3.203 4.945 4.825 -0.1 0.2 0.0
C -3.528 4.413 6.480 0.0 0.0 0.1
Cl -3.478 2.653 6.629 -0.2 0.0 0.2
H -2.776 4.832 7.138 0.1 0.0 -0.1
H -4.514 4.761 6.763 0.0 -0.1 -0.1
Cl 4.644 6.401 4.505 0.0 0.0 0.0
C 4.338 5.922 6.177 0.0 0.1 0.0
Cl 4.382 4.165 6.370 0.4 0.1 0.1
H 5.099 6.360 6.812 0.1 -0.1 0.0
H 3.355 6.277 6.466 0.0 -0.1 -0.1
Cl -0.648 -5.888 -3.179 -0.1 -0.2 -0.1
C -1.362 -6.305 -4.739 0.0 -0.1 0.1
Cl -1.769 -4.849 -5.664 -0.1 -0.1 -0.2
H -0.658 -6.895 -5.315 0.1 0.1 0.0
H -2.271 -6.868 -4.563 -0.1 0.1 0.0
Cl 1.526 -4.255 -9.559 0.0 0.0 0.0
C 1.080 -4.790 -7.935 0.0 0.1 0.0
Cl 1.112 -6.555 -7.794 0.0 0.0 0.1
H 1.784 -4.374 -7.224 0.0 0.0 0.0
H 0.077 -4.447 -7.717 0.0 -0.1 -0.1
Cl 0.516 -4.700 -0.494 0.0 0.2 0.2
C 1.574 -6.030 -0.010 0.0 -0.1 0.0
Cl 3.024 -6.117 -1.016 0.0 0.0 0.0
H 1.874 -5.874 1.020 0.0 0.1 0.0
H 1.026 -6.960 -0.108 0.0 0.0 -0.1
```
Positions in Å, forces in eV/Å.

Values from the calculation:
Highest occupied orbital energy   -7.6 eV
Energy   -255573.37362 eV
Structure (SMILES)   C=Cc1c2c(c(CN)c(Br)c1B(O)CC)Nc1c(COC)c(I)c(N)c(-c3ccncc3)c1S2.ClCCl.ClCCl.ClCCl.ClCCl.ClCCl
Net charge   0


The following is a quantum chemistry calculation of a structure of composition C29H35BrClGeN5O5OsSSe at a distorted geometry, from the OMol25 dataset.

XYZ file:
```
80
Properties=species:S:1:pos:R:3:forces:R:3
Os 0.467 0.199 0.151 0.3 -0.1 -1.1
N 3.628 -3.517 6.806 -0.1 0.2 -0.1
C 2.969 -2.620 6.036 0.1 -0.2 0.2
C 3.642 -1.919 5.016 0.0 0.1 -0.1
C 2.969 -1.012 4.234 0.3 -0.1 -0.1
C 1.608 -0.789 4.440 -0.2 0.2 -0.3
C 0.926 -1.474 5.444 -0.1 -0.2 0.2
C 1.596 -2.378 6.232 -0.1 0.1 -0.1
S 0.775 0.398 3.506 0.4 0.4 1.5
O 1.696 1.396 3.029 -0.1 -0.1 -0.4
O -0.428 0.797 4.173 0.1 -0.1 -0.4
N 0.272 -0.320 2.064 0.2 0.5 -0.8
C -0.623 -1.354 1.980 -0.8 -1.1 -0.1
N -0.936 -1.495 0.672 0.2 0.0 0.5
C -1.738 -2.497 0.330 -0.2 -0.2 -0.5
C -2.254 -3.337 1.297 0.1 0.1 0.2
C -1.889 -3.083 2.616 -0.2 -0.3 -0.2
N -1.067 -2.097 2.973 0.4 0.6 -0.3
H 4.627 -3.594 6.758 0.0 0.0 0.0
H 3.180 -3.918 7.610 0.0 0.0 0.0
H 4.702 -2.079 4.865 0.0 0.0 0.0
H 3.503 -0.451 3.478 0.0 0.0 0.0
H -0.124 -1.278 5.610 0.0 0.0 0.0
H 1.069 -2.897 7.022 0.0 0.0 0.0
H -1.971 -2.608 -0.722 0.0 0.0 0.0
H -2.918 -4.150 1.048 0.0 0.0 -0.1
H -2.268 -3.701 3.421 0.0 0.0 0.0
C 6.147 -1.661 0.153 -0.1 0.0 0.0
Ge 5.844 -0.042 -0.894 0.6 -0.1 0.0
C 6.606 -0.147 -2.684 -0.2 0.0 0.0
C 6.481 1.523 0.083 -0.1 0.0 0.0
C 3.863 0.067 -1.158 -0.4 -0.1 -0.1
Se 2.930 0.469 0.498 0.5 0.1 -0.2
C 2.975 2.410 0.341 -0.1 0.0 0.1
H 7.203 -1.761 0.403 0.0 0.0 0.0
H 5.847 -2.551 -0.401 0.0 0.0 0.0
H 5.583 -1.634 1.087 0.0 0.0 0.0
H 7.690 -0.249 -2.632 0.0 0.0 0.1
H 6.382 0.753 -3.256 0.0 0.0 0.0
H 6.216 -1.008 -3.228 0.0 0.0 0.0
H 7.550 1.416 0.268 0.0 0.0 0.0
H 5.998 1.625 1.056 0.0 0.0 0.0
H 6.335 2.444 -0.483 0.0 0.0 0.0
H 3.502 -0.915 -1.464 0.1 0.0 0.0
H 3.564 0.805 -1.903 0.0 0.0 0.0
H 4.018 2.711 0.319 0.0 -0.1 0.0
H 2.479 2.803 1.222 0.0 0.1 0.0
H 2.474 2.706 -0.578 0.0 0.0 0.0
C -2.914 -2.307 -5.151 0.0 0.1 -0.1
C -1.951 -3.342 -4.675 1.7 0.8 0.7
C -2.215 -4.681 -4.737 0.6 -1.1 0.3
C -1.263 -5.618 -4.298 1.0 1.6 0.4
Cl -1.599 -7.266 -4.404 -0.3 -1.2 -0.1
C -0.019 -5.203 -3.758 -1.5 -1.5 -0.6
C 0.276 -3.877 -3.683 -0.9 1.9 -0.4
C -0.671 -2.932 -4.156 -0.7 -3.6 -0.1
O -0.471 -1.637 -4.181 1.1 3.5 0.4
C 0.815 -1.043 -3.882 -1.0 -0.4 -0.4
C 0.896 -0.763 -2.381 0.2 -2.2 -1.5
O 1.142 -1.706 -1.621 -0.2 0.8 0.8
O 0.617 0.410 -1.972 -0.6 1.2 2.2
H -3.840 -2.767 -5.487 0.0 0.0 0.0
H -2.484 -1.737 -5.976 -0.1 0.0 0.0
H -3.139 -1.593 -4.357 -0.1 0.0 0.0
H -3.153 -5.042 -5.137 0.0 0.0 0.0
H 0.672 -5.957 -3.409 0.0 0.0 0.0
H 1.193 -3.536 -3.227 0.1 -0.1 0.0
H 0.832 -0.130 -4.468 0.1 0.1 0.1
H 1.610 -1.712 -4.203 0.2 0.0 0.1
Br -4.302 5.070 0.170 0.1 -0.1 0.0
C -3.027 3.707 0.155 -0.2 0.2 0.0
C -2.550 3.175 1.345 0.1 -0.1 0.1
C -1.604 2.174 1.290 -0.2 0.1 0.1
N -1.125 1.694 0.125 0.1 -0.1 0.2
C -1.595 2.216 -1.022 0.1 0.0 -0.4
C -2.542 3.214 -1.051 0.1 -0.1 0.0
H -2.901 3.527 2.303 0.0 0.0 0.0
H -1.225 1.738 2.203 0.0 0.0 0.1
H -1.175 1.813 -1.933 -0.1 0.0 0.0
H -2.891 3.605 -1.995 0.0 0.0 0.0
```
Positions in Å, forces in eV/Å.

Values from the calculation:
ΔE to the lowest compared entry with this formula, charge and spin   0.227 eV
Highest occupied orbital energy (spin up / spin down)   -11.8 / -11.7 eV
Energy   -266042.51435 eV
Spin multiplicity   5
Expectation value of S²   6.020
Net charge   +2


The following is a quantum chemistry calculation of a structure of composition C29H35F3N4O2OsP2 at a distorted geometry, from the OMol25 dataset.

XYZ file:
```
76
Properties=species:S:1:pos:R:3:forces:R:3
Os 0.470 -0.494 3.790 -0.3 2.1 1.2
C -1.119 0.972 4.042 0.2 0.0 0.3
C -1.396 0.006 3.044 0.3 -0.1 -1.1
C -1.295 0.443 1.589 -0.4 -0.2 -0.4
C 0.154 0.618 1.067 0.2 0.0 -0.9
C 1.303 0.345 2.030 -0.7 -0.1 0.1
C 1.633 1.195 3.131 0.5 -0.2 0.0
C 0.904 2.486 3.429 -0.1 0.6 0.5
C -0.637 2.372 3.717 0.6 0.6 0.1
C 0.432 -2.456 4.186 0.2 -1.6 0.0
H -1.677 0.938 4.980 0.4 -0.5 -0.1
H -2.050 -0.824 3.334 -0.2 0.4 -0.4
H -1.833 1.397 1.417 0.0 -0.5 0.2
H -1.806 -0.324 0.982 0.2 0.4 0.2
H 0.295 -0.140 0.270 -0.2 0.6 0.3
H 0.281 1.611 0.592 0.0 -0.3 0.1
H 2.159 -0.191 1.583 -0.5 0.0 0.3
H 2.659 1.111 3.523 -0.5 0.2 -0.3
H 1.075 3.197 2.594 -0.1 -0.3 0.4
H 1.358 2.947 4.330 -0.1 -0.4 -0.6
H -0.809 3.020 4.601 -0.2 -0.4 -0.6
H -1.216 2.808 2.877 0.2 -0.3 0.4
H -0.421 -2.821 4.772 0.2 0.2 0.0
H 1.356 -2.705 4.732 -0.1 0.0 0.0
H 0.452 -2.953 3.205 -0.1 -0.2 0.1
P 1.438 -0.893 -1.661 1.9 0.1 -1.7
P -1.993 -0.168 -1.762 0.3 1.9 -1.5
N 2.733 0.182 -1.914 0.6 0.2 0.7
N 2.256 -2.247 -2.641 -0.4 -0.7 0.1
N -2.100 1.494 -2.349 -0.1 -0.3 0.3
N -3.514 -0.826 -2.414 -0.9 -0.7 -0.6
C 0.480 -0.181 -3.051 -0.9 -0.5 -0.3
C -0.934 -0.760 -3.167 -0.3 -0.3 -0.1
C 3.845 0.116 -1.064 0.4 1.1 -0.9
C 4.869 0.859 -1.626 -0.8 -0.8 0.2
C 4.422 1.320 -2.906 -1.3 -0.7 0.2
C 3.110 0.889 -3.065 1.0 0.3 0.2
C 2.490 -3.501 -2.086 -0.7 2.4 -0.6
C 2.750 -4.401 -3.108 0.5 0.0 -3.1
C 2.784 -3.664 -4.336 0.2 -2.1 1.6
C 2.501 -2.339 -4.015 -0.5 0.3 1.7
C -1.794 2.630 -1.581 0.0 0.7 -0.7
C -1.788 3.752 -2.404 -0.2 -1.2 0.4
C -2.103 3.308 -3.731 -0.1 -1.2 0.4
C -2.283 1.931 -3.669 0.3 0.9 -0.1
C -4.452 -0.360 -3.344 1.8 -0.2 1.4
C -5.379 -1.369 -3.594 -0.2 -2.7 1.2
C -4.984 -2.510 -2.821 -1.7 1.4 -1.8
C -3.836 -2.166 -2.128 0.6 2.1 -0.2
H 0.988 -0.381 -4.004 -0.2 0.3 0.4
H 0.442 0.910 -2.903 0.0 -0.3 0.0
H -1.365 -0.458 -4.137 0.1 -0.2 0.5
H -0.943 -1.865 -3.130 0.1 0.2 -0.1
H 3.780 -0.459 -0.160 0.1 0.1 0.3
H 5.826 1.034 -1.164 0.1 0.0 -0.1
H 4.983 1.861 -3.654 -0.1 0.1 0.2
H 2.425 1.070 -3.886 0.3 0.1 0.3
H 2.454 -3.626 -1.019 -0.1 -0.2 0.2
H 2.862 -5.467 -3.002 0.2 0.0 0.0
H 2.966 -4.042 -5.336 0.1 0.0 0.3
H 2.440 -1.480 -4.666 0.1 0.0 0.1
H -1.594 2.534 -0.525 -0.1 0.0 -0.1
H -1.604 4.776 -2.095 0.0 -0.3 0.0
H -2.202 3.912 -4.631 0.0 -0.2 0.4
H -2.518 1.227 -4.456 0.1 0.3 0.0
H -4.366 0.627 -3.775 -0.1 0.0 0.2
H -6.243 -1.289 -4.236 0.0 0.0 0.0
H -5.494 -3.458 -2.774 0.0 0.0 0.0
H -3.201 -2.742 -1.475 -0.1 -0.1 0.1
F -0.762 0.694 8.774 1.1 0.4 -0.9
C 0.231 0.916 7.877 0.0 0.0 0.2
F 0.139 2.215 7.440 0.0 -1.2 0.5
F 1.433 0.761 8.494 -1.1 0.3 -0.4
C 0.150 -0.085 6.661 -0.1 -1.1 0.1
O -0.560 -1.088 6.715 0.5 1.5 0.0
O 0.942 0.244 5.683 -0.1 0.2 1.2
```
Positions in Å, forces in eV/Å.

Values from the calculation:
ΔE to the lowest compared entry with this formula, charge and spin   0.000 eV
Highest occupied orbital energy (spin up / spin down)   -11.5 / -12.6 eV
Energy   -69871.10339 eV
Spin multiplicity   5
Expectation value of S²   6.034
Net charge   +2